1.
{
  "formula": "C27H32Br2N7O5Y",
  "method": "the ωB97M-V functional and the def2-TZVPD basis",
  "homo_energy_ev": -12.18,
  "max_force_ha_per_bohr": 0.015,
  "total_charge": 2,
  "lumo_energy_ev": -4.771,
  "homo_lumo_gap_ha": 0.2723,
  "species": ["Y", "O", "C", "C", "C", "C", "C", "C", "C", "O", "N", "N", "C", "C", "Br", "C", "C", "C", "C", "C", "C", "C", "H", "H", "H", "H", "H", "H", "H", "H", "H", "H", "H", "H", "H", "H", "O", "C", "C", "C", "N", "C", "Br", "C", "H", "H", "H", "H", "N", "C", "C", "C", "C", "N", "C", "N", "N", "C", "O", "O", "H", "H", "H", "H", "H", "H", "H", "H", "H", "H", "H", "H", "H", "H"],
  "positions_angstrom": [[0.7733, -0.7550, -0.2769], [-0.3855, -3.0456, 3.1607], [-1.4292, -2.3609, 3.6933], [-2.0621, -2.9351, 4.7924], [-3.1418, -2.3020, 5.3771], [-3.5996, -1.0834, 4.8868], [-2.9616, -0.5166, 3.8013], [-1.8811, -1.1417, 3.1769], [-1.3115, -0.4864, 1.9385], [0.0131, -0.7930, 1.6119], [-2.1738, -0.8766, 0.8012], [-1.6492, -0.9913, -0.4313], [-2.3797, -1.4065, -1.4019], [-1.8704, -1.5921, -2.7558], [0.0145, -1.4464, -3.0309], [-2.6154, -1.9405, -3.8115], [-4.0807, -2.0729, -3.7971], [-4.6507, -3.1445, -4.4837], [-6.0239, -3.3301, -4.4614], [-6.8349, -2.4375, -3.7754], [-6.2763, -1.3463, -3.1241], [-4.9019, -1.1625, -3.1344], [0.0783, -2.4338, 2.5781], [-1.6845, -3.8731, 5.1744], [-3.6231, -2.7612, 6.2301], [-4.4334, -0.5814, 5.3559], [-3.3014, 0.4420, 3.4220], [-1.3757, 0.6039, 2.0680], [-3.0622, -1.3189, 0.9920], [-3.4247, -1.6652, -1.2489], [-2.1132, -2.1738, -4.7440], [-4.0243, -3.8402, -5.0273], [-6.4587, -4.1670, -4.9902], [-7.9064, -2.5836, -3.7630], [-6.9130, -0.6327, -2.6193], [-4.4800, -0.2788, -2.6692], [5.5731, -5.1997, -0.7468], [4.6826, -4.2091, -0.6851], [5.0156, -2.8601, -0.8301], [4.0099, -1.9279, -0.7435], [2.7216, -2.2583, -0.5388], [2.4426, -3.5515, -0.3943], [0.6296, -3.9367, -0.0342], [3.3555, -4.5770, -0.4528], [6.4612, -4.8644, -0.9032], [6.0373, -2.5491, -0.9974], [4.2066, -0.8665, -0.8182], [3.0738, -5.6092, -0.3160], [-0.0257, 1.6922, -0.5580], [0.7292, 2.3748, 0.5099], [0.8923, 3.9012, 0.4102], [1.7130, 4.4787, -0.7518], [3.2172, 4.1972, -0.7471], [3.8645, 4.4099, 0.5435], [4.2731, 5.5690, 1.0305], [4.2258, 6.6871, 0.2999], [4.7353, 5.6327, 2.2812], [2.0947, 1.6923, 0.6797], [2.8687, 2.0681, 1.5423], [2.3202, 0.7241, -0.1555], [0.2800, 2.0104, -1.4718], [-1.0125, 1.9101, -0.4882], [0.1880, 2.1738, 1.4394], [1.3008, 4.2353, 1.3651], [-0.1076, 4.3397, 0.3639], [1.5485, 5.5592, -0.7514], [1.3337, 4.1447, -1.7230], [3.7327, 4.7802, -1.5140], [3.4453, 3.1648, -1.0056], [3.8221, 3.6019, 1.1618], [3.9718, 6.6597, -0.6707], [4.6000, 7.5499, 0.6548], [4.7933, 4.8065, 2.8510], [5.1371, 6.4764, 2.6502]],
  "forces_ev_per_a": [[0.234, -0.288, -0.564], [0.013, -0.063, -0.023], [-0.135, -0.035, 0.053], [-0.051, 0.164, -0.066], [-0.015, -0.029, 0.019], [0.005, -0.063, 0.043], [0.042, 0.079, -0.056], [0.014, 0.007, 0.152], [0.199, -0.167, -0.094], [-0.435, 0.016, 0.612], [-0.201, 0.051, -0.063], [-0.170, -0.090, 0.042], [0.373, 0.021, -0.074], [-0.633, -0.111, 0.115], [0.104, 0.072, -0.093], [0.059, 0.050, 0.079], [0.254, -0.039, -0.051], [-0.182, 0.003, -0.007], [0.095, -0.010, -0.031], [-0.040, 0.010, 0.022], [0.041, -0.028, -0.013], [-0.226, 0.095, -0.028], [0.202, 0.154, -0.223], [0.019, -0.019, -0.014], [-0.020, 0.025, 0.010], [-0.011, 0.009, -0.003], [0.005, 0.007, -0.005], [-0.130, -0.034, 0.014], [0.001, -0.055, 0.048], [0.049, -0.025, 0.012], [-0.011, -0.012, -0.003], [0.046, 0.012, 0.009], [-0.019, -0.007, 0.016], [-0.007, 0.013, -0.008], [-0.001, 0.011, -0.004], [0.011, -0.045, -0.032], [-0.235, 0.114, 0.023], [0.161, -0.335, -0.006], [-0.146, 0.065, 0.012], [0.000, 0.013, 0.011], [-0.158, 0.032, 0.047], [0.338, -0.290, -0.034], [-0.227, -0.001, 0.001], [-0.119, 0.363, -0.009], [0.206, 0.013, -0.027], [0.013, 0.005, 0.004], [0.034, -0.011, -0.020], [0.029, -0.033, -0.011], [0.134, -0.098, 0.029], [0.199, 0.132, 0.247], [-0.249, -0.050, -0.088], [-0.074, 0.006, -0.081], [0.235, -0.077, 0.060], [0.040, 0.205, 0.012], [-0.002, -0.029, -0.059], [0.020, -0.043, 0.017], [0.014, -0.002, 0.030], [0.037, -0.158, -0.263], [0.082, 0.182, -0.009], [0.481, 0.326, 0.279], [0.019, 0.054, -0.080], [-0.093, 0.021, 0.013], [0.058, 0.031, 0.001], [0.105, -0.012, -0.029], [0.001, -0.005, -0.054], [0.024, -0.003, 0.049], [-0.061, -0.052, 0.042], [-0.107, 0.066, 0.008], [-0.143, -0.088, 0.003], [-0.049, -0.018, 0.107], [-0.020, 0.005, -0.010], [0.002, 0.008, -0.005], [-0.016, -0.043, -0.001], [-0.014, 0.024, 0.001]],
  "lowdin_charge": [1.280, 0.038, -0.259, 0.003, -0.061, -0.079, -0.047, -0.118, -0.364, -0.335, 0.036, -0.095, -0.157, -0.588, 0.846, -0.075, -0.232, -0.023, -0.054, -0.057, -0.059, -0.058, 0.039, 0.125, 0.113, 0.107, 0.116, 0.130, 0.155, 0.133, 0.117, 0.121, 0.115, 0.114, 0.112, 0.116, 0.133, -0.281, 0.035, -0.093, -0.092, -0.701, 0.903, -0.002, 0.133, 0.131, 0.115, 0.133, 0.034, -0.280, -0.128, -0.150, -0.149, 0.096, -0.419, 0.221, 0.215, -0.602, 0.062, -0.181, 0.096, 0.108, 0.147, 0.121, 0.125, 0.114, 0.117, 0.125, 0.124, 0.116, 0.116, 0.134, 0.136, 0.132]
}

2.
{
  "formula": "C27H32BrClDyN2O4",
  "method": "the ωB97M-V functional and the def2-TZVPD basis",
  "homo_energy_ev": [-2.51, -0.80],
  "spin_multiplicity": 6,
  "max_force_ha_per_bohr": 0.126,
  "total_charge": -1,
  "lumo_energy_ev": [2.541, 2.521],
  "homo_lumo_gap_ha": [0.1856, 0.1220],
  "s_squared": 9.694,
  "species": ["Dy", "Cl", "N", "N", "C", "C", "C", "C", "C", "C", "H", "H", "H", "H", "H", "H", "C", "C", "C", "C", "H", "H", "H", "H", "H", "H", "O", "H", "H", "O", "H", "H", "C", "C", "C", "H", "H", "C", "C", "H", "C", "C", "C", "C", "H", "C", "H", "H", "H", "H", "H", "H", "H", "H", "Br", "C", "C", "C", "C", "C", "C", "C", "O", "O", "H", "H", "H", "H"],
  "positions_angstrom": [[-0.3424, -0.0273, -0.7834], [-1.9486, 0.2221, 0.9608], [-0.2621, 2.0139, -0.8590], [-0.3814, -2.0661, -0.5939], [-1.1632, 2.7937, -1.3253], [-1.1356, -2.8935, -1.2140], [0.7592, 2.8353, -0.1494], [-0.0009, 4.1600, 0.0018], [1.9777, 2.9821, -1.0478], [1.1194, 2.2098, 1.1819], [1.6845, 3.0202, -2.0959], [2.6427, 2.1335, -0.9218], [2.5116, 3.9006, -0.8042], [0.3037, 2.3011, 1.8934], [2.0125, 2.6824, 1.5900], [1.3350, 1.1507, 1.0483], [0.4682, -2.8265, 0.3699], [0.2711, -4.2603, -0.1431], [-0.1015, -2.6513, 1.7699], [1.9149, -2.3864, 0.3055], [2.2859, -2.3894, -0.7145], [2.5283, -3.0451, 0.9204], [2.0212, -1.3733, 0.6862], [-1.1484, -2.9447, 1.8089], [-0.0458, -1.6129, 2.0802], [0.4618, -3.2635, 2.4739], [-0.9300, -4.2013, -0.9602], [0.1062, -4.9862, 0.6470], [1.0884, -4.5886, -0.7848], [-1.0471, 4.0987, -1.0104], [0.6064, 5.0372, -0.1969], [-0.4885, 4.2523, 0.9720], [-2.3285, 2.3937, -2.1600], [-2.2513, -2.5664, -2.1472], [-1.9993, -1.3045, -2.9179], [-3.1519, -2.4599, -1.5386], [-2.4106, -3.4232, -2.7963], [-2.3630, -0.0882, -2.3301], [-2.0481, 1.1364, -2.9281], [-2.9863, -0.0952, -1.4470], [-1.3693, 1.1477, -4.1443], [-1.0463, -0.0732, -4.7277], [-0.9194, 2.4263, -4.7787], [-1.3178, -1.3009, -4.1323], [-0.4971, -0.0667, -5.6606], [-0.8014, -2.5627, -4.7477], [-0.3838, -2.3742, -5.7328], [-1.5754, -3.3231, -4.8560], [-0.0071, -2.9892, -4.1339], [-1.7234, 3.1593, -4.8523], [-0.5385, 2.2524, -5.7813], [-0.1165, 2.8845, -4.2002], [-2.5879, 3.2313, -2.8040], [-3.1699, 2.2444, -1.4808], [-0.8803, 2.1911, 5.8914], [0.5462, 0.9006, 5.7891], [1.2381, 0.6795, 6.9840], [2.2998, -0.2195, 7.0317], [2.6887, -0.9006, 5.8790], [2.0178, -0.6848, 4.6712], [0.9335, 0.2089, 4.6034], [0.2215, 0.3868, 3.3111], [-0.9442, 0.9815, 3.3230], [0.7532, -0.0565, 2.1442], [0.9490, 1.2096, 7.8835], [2.8205, -0.3851, 7.9658], [3.5119, -1.6007, 5.9234], [2.3357, -1.2343, 3.7943]],
  "forces_ev_per_a": [[1.847, -0.356, -1.503], [-2.740, 0.004, 1.153], [0.530, 6.447, -0.653], [0.180, -6.215, 0.373], [0.295, 0.387, 0.243], [0.054, -0.424, 0.275], [-0.519, 0.587, 0.123], [-0.178, 0.065, -0.273], [-0.024, 0.056, -0.213], [0.289, 0.883, -0.777], [-0.011, 0.102, -0.100], [0.145, -0.135, 0.007], [0.165, -0.029, 0.074], [-0.080, -0.117, -0.061], [0.138, 0.146, 0.050], [0.194, 0.556, -0.008], [-0.481, -0.380, -0.036], [-0.219, -0.042, -0.202], [-0.324, -0.413, 0.022], [0.094, 0.189, -0.010], [0.088, -0.193, -0.244], [0.085, -0.053, 0.037], [-0.020, 0.048, 0.220], [-0.146, -0.215, -0.105], [0.016, -0.223, -0.118], [0.118, -0.134, 0.085], [0.215, -0.078, 0.127], [-0.031, -0.031, 0.072], [0.077, -0.040, -0.097], [-0.002, -0.001, 0.162], [0.021, 0.121, -0.043], [-0.009, -0.070, 0.028], [0.083, 0.105, -0.097], [0.126, -0.065, -0.108], [0.588, -1.133, -1.351], [-0.173, 0.057, 0.147], [0.033, -0.124, -0.052], [-1.238, 0.285, 0.997], [0.498, 0.734, -1.474], [-0.207, 0.005, 0.076], [-0.895, 0.871, 1.555], [0.994, -0.414, -1.318], [0.002, 0.103, -0.009], [-0.581, -0.333, 1.258], [0.009, -0.011, -0.153], [0.033, -0.141, -0.062], [0.032, 0.064, -0.120], [-0.061, -0.050, 0.016], [0.100, -0.117, 0.053], [-0.052, 0.052, 0.003], [0.037, -0.057, -0.126], [0.152, 0.127, 0.053], [0.017, 0.110, -0.055], [-0.121, -0.061, 0.150], [0.554, -0.398, 0.105], [0.425, -0.404, -0.319], [-0.010, -0.076, -0.294], [-0.133, -0.022, -0.476], [-0.354, 0.265, -0.090], [-0.081, 0.254, 0.927], [0.245, 0.083, 0.742], [-3.585, 1.048, -4.495], [4.519, -1.787, 1.035], [-0.456, 0.370, 5.159], [-0.064, 0.017, -0.115], [0.003, 0.009, 0.029], [0.045, -0.040, -0.034], [-0.249, 0.229, -0.168]],
  "lowdin_spin": [5.646, 0.011, 0.001, -0.005, 0.001, -0.005, 0.007, 0.000, 0.006, 0.012, 0.000, 0.005, 0.000, 0.000, 0.000, 0.011, 0.005, 0.000, 0.000, 0.018, 0.005, 0.001, 0.009, 0.000, 0.000, 0.000, 0.000, 0.000, 0.000, 0.001, 0.000, 0.000, -0.010, -0.019, -0.090, -0.008, 0.000, -0.193, -0.063, -0.022, -0.071, -0.168, -0.009, -0.043, -0.025, -0.004, -0.003, 0.001, -0.002, 0.000, -0.003, -0.004, 0.000, -0.005, 0.000, 0.000, 0.000, 0.000, 0.000, 0.000, 0.000, 0.001, 0.001, 0.011, 0.000, 0.000, 0.000, 0.000]
}

3.
{
  "formula": "C27H32GeIrN3O2S",
  "method": "the ωB97M-V functional and the def2-TZVPD basis",
  "homo_energy_ev": [-10.00, -10.95],
  "spin_multiplicity": 2,
  "max_force_ha_per_bohr": 0.023,
  "total_charge": 1,
  "lumo_energy_ev": [-2.696, -3.366],
  "homo_lumo_gap_ha": [0.2686, 0.2787],
  "s_squared": 0.756,
  "species": ["Ir", "C", "O", "C", "C", "O", "C", "H", "H", "H", "H", "H", "H", "H", "H", "H", "H", "C", "Ge", "C", "C", "C", "C", "C", "C", "C", "C", "C", "C", "C", "C", "C", "C", "C", "C", "C", "C", "H", "H", "H", "H", "H", "H", "H", "H", "H", "H", "H", "H", "H", "H", "H", "C", "C", "C", "N", "N", "C", "N", "S", "H", "H", "H", "H", "H", "H", "H"],
  "positions_angstrom": [[1.6676, 0.4159, -0.4895], [0.6819, 2.4042, -2.7790], [1.5529, 2.4454, -1.6323], [2.8745, 2.9367, -1.9110], [3.7859, 1.8291, -2.3675], [3.9299, 0.8614, -1.3215], [4.9331, 1.1952, -0.3530], [0.7894, 3.3338, -3.3370], [-0.3323, 2.3138, -2.4014], [0.9118, 1.5485, -3.4143], [3.2327, 3.3690, -0.9764], [2.8269, 3.7307, -2.6587], [4.7590, 2.2338, -2.6557], [3.3678, 1.2934, -3.2189], [5.8523, 1.4952, -0.8566], [5.1177, 0.2977, 0.2313], [4.5998, 1.9967, 0.3105], [0.7192, -0.8062, -1.1433], [-1.2212, -1.2051, -0.7676], [-2.1302, 0.2282, -1.6837], [-2.2283, 0.0989, -3.0743], [-2.8049, 1.1000, -3.8446], [-3.2915, 2.2503, -3.2341], [-3.1985, 2.3959, -1.8565], [-2.6141, 1.3955, -1.0861], [-1.2939, -1.2736, 1.1686], [-2.0986, -0.4878, 1.9936], [-2.0895, -0.6616, 3.3749], [-1.2773, -1.6262, 3.9518], [-0.4752, -2.4248, 3.1445], [-0.4847, -2.2470, 1.7677], [-1.8231, -2.8915, -1.4567], [-3.1582, -3.2487, -1.2529], [-3.6431, -4.4574, -1.7307], [-2.8000, -5.3224, -2.4191], [-1.4720, -4.9803, -2.6286], [-0.9855, -3.7686, -2.1493], [-1.8674, -0.8011, -3.5627], [-2.8825, 0.9803, -4.9180], [-3.7442, 3.0312, -3.8320], [-3.5816, 3.2892, -1.3795], [-2.5283, 1.5473, -0.0194], [-2.7610, 0.2559, 1.5741], [-2.7349, -0.0534, 3.9966], [-1.2819, -1.7700, 5.0254], [0.1405, -3.1994, 3.5883], [0.1291, -2.8977, 1.1498], [-3.8288, -2.5829, -0.7182], [-4.6789, -4.7266, -1.5683], [-3.1812, -6.2640, -2.7934], [-0.8165, -5.6545, -3.1654], [0.0549, -3.5101, -2.3207], [-0.2758, 2.6023, 4.6474], [1.2503, 2.5585, 4.5197], [1.6920, 1.5372, 3.5122], [1.6152, 1.6980, 2.2429], [2.0635, 0.5704, 1.5481], [2.4622, -0.4077, 2.3290], [2.9648, -1.5588, 1.8473], [2.3250, -0.0184, 3.9877], [-0.5762, 3.4304, 5.2883], [-0.6628, 1.6788, 5.0817], [-0.7350, 2.7381, 3.6682], [1.7037, 2.3306, 5.4850], [1.6356, 3.5253, 4.1973], [2.7671, -1.7706, 0.8780], [3.1529, -2.3265, 2.4675]],
  "forces_ev_per_a": [[0.595, -0.540, -0.897], [0.034, -0.019, 0.084], [0.320, 0.204, 0.111], [-0.229, 0.143, -0.080], [0.056, -0.106, 0.171], [0.279, 0.255, 0.044], [-0.086, -0.018, -0.076], [-0.028, 0.033, -0.010], [-0.019, -0.040, 0.020], [0.026, 0.006, -0.024], [0.008, 0.024, 0.018], [-0.071, 0.019, -0.011], [0.043, -0.032, 0.030], [-0.038, -0.007, -0.018], [0.034, -0.013, -0.010], [-0.036, -0.015, 0.016], [0.022, 0.019, -0.005], [-0.865, -0.063, 0.552], [0.014, 0.013, 0.122], [-0.048, 0.368, -0.228], [-0.125, 0.025, 0.079], [0.022, 0.014, 0.063], [0.032, -0.035, 0.003], [0.034, -0.069, 0.011], [0.073, -0.025, -0.150], [0.098, -0.044, 0.348], [0.069, -0.067, 0.014], [0.020, -0.030, -0.069], [0.011, 0.000, -0.022], [-0.005, 0.038, -0.057], [-0.075, 0.025, 0.064], [0.104, -0.466, -0.322], [0.070, -0.042, -0.029], [0.041, 0.002, -0.014], [-0.005, 0.030, 0.017], [-0.018, 0.063, 0.039], [-0.089, 0.021, 0.044], [-0.009, 0.012, 0.023], [0.009, 0.001, 0.019], [-0.006, -0.019, 0.011], [0.017, -0.013, -0.002], [0.026, -0.009, 0.032], [-0.022, 0.015, -0.035], [0.015, 0.001, -0.014], [-0.001, 0.000, -0.021], [-0.019, 0.024, -0.017], [-0.034, 0.024, 0.005], [0.013, -0.009, -0.009], [0.011, 0.008, -0.001], [0.004, 0.016, 0.011], [-0.006, 0.020, 0.011], [-0.033, 0.015, 0.006], [0.014, -0.013, -0.009], [-0.047, -0.129, -0.070], [-0.041, 0.161, -0.017], [0.212, -0.540, -0.056], [-0.589, 0.854, 0.228], [0.169, -0.154, -0.307], [-0.009, -0.034, 0.151], [0.020, -0.047, 0.283], [0.018, -0.021, 0.006], [0.028, 0.008, -0.039], [0.011, 0.011, 0.018], [0.029, 0.039, 0.003], [-0.011, 0.017, -0.019], [-0.007, 0.076, -0.042], [-0.032, 0.012, 0.023]],
  "lowdin_spin": [0.545, 0.009, 0.038, 0.002, 0.006, 0.053, 0.005, 0.000, 0.002, 0.004, 0.000, 0.000, 0.000, 0.002, 0.001, 0.000, 0.000, 0.156, 0.063, 0.003, 0.001, 0.000, 0.001, 0.000, 0.001, 0.005, 0.001, 0.000, 0.000, 0.000, 0.000, 0.017, 0.004, 0.001, 0.000, 0.000, 0.000, 0.000, 0.000, 0.000, 0.000, 0.000, 0.000, 0.000, 0.000, 0.000, 0.000, 0.001, 0.000, 0.000, 0.000, 0.000, 0.000, 0.000, 0.002, 0.004, 0.031, 0.016, 0.012, 0.003, 0.000, 0.000, 0.000, 0.000, 0.000, 0.010, 0.001]
}